A structure of composition C29H51Cl2IrN4O4Si in a non-equilibrium geometry, computed with ωB97M-V/def2-TZVPD.

Structure (XYZ):
```
92
Properties=species:S:1:pos:R:3:forces:R:3
C 3.797583 -5.753233 -2.505159 0.1 0.3 0.0
C 3.904767 -6.782649 -1.424308 0.6 -0.8 0.6
H 4.778768 -5.307736 -2.701924 -0.1 0.1 0.0
H 3.101700 -4.961888 -2.218225 0.1 -0.1 -0.1
H 3.456904 -6.205510 -3.447696 0.0 0.0 0.2
C 4.862136 -7.731797 -1.426146 -0.6 0.2 0.1
C 6.009776 -7.764262 -2.378802 0.3 0.0 -0.4
H 4.809441 -8.588430 -0.747379 0.0 0.5 0.0
H 6.437999 -6.764809 -2.522552 -0.1 -0.1 -0.1
H 5.711320 -8.144177 -3.365799 0.1 0.1 0.1
H 6.821575 -8.408367 -2.017699 -0.2 0.1 0.0
Ir -0.032492 -2.223426 -0.035274 -1.0 0.9 -1.9
Cl -0.559316 -4.378799 -0.504410 0.5 -0.6 0.2
C -1.461590 -2.959785 2.393575 0.2 1.1 -0.5
O -1.305330 -1.979178 1.589242 -0.4 -1.5 1.9
N -1.460635 -2.781620 3.703058 -0.1 0.0 -0.4
C -1.120989 -1.494175 4.308980 0.1 0.1 0.0
C -1.755641 -3.920468 4.565194 0.1 -0.5 -0.1
H -1.577344 -3.991202 2.026671 -0.1 0.3 0.0
H -1.807431 -0.701385 3.988007 0.2 -0.2 0.0
H -0.089953 -1.200678 4.069177 -0.3 -0.1 -0.1
H -1.199643 -1.622451 5.390281 0.0 0.2 -0.2
H -2.621551 -4.463707 4.161587 0.2 0.2 0.3
H -1.966241 -3.556456 5.573394 -0.1 -0.2 -0.2
H -0.897538 -4.607345 4.586620 -0.2 0.2 0.2
H -0.085595 2.166454 3.125800 0.0 0.0 -0.2
H -2.873172 2.199962 2.432768 0.2 0.1 -0.2
C 0.047866 2.257541 2.038060 0.0 0.2 0.1
C -2.350699 2.472478 1.502929 -0.3 -0.1 0.0
N -1.114127 1.720456 1.342422 0.1 -0.5 -0.1
H 0.970452 1.747920 1.754660 -0.3 0.0 0.1
C -1.119759 0.561034 0.681936 1.5 -0.6 -0.4
O -0.059830 -0.120546 0.483102 -0.9 1.4 0.3
H -3.019210 2.280830 0.654516 0.2 0.1 0.2
H -2.116739 0.282640 0.296885 0.5 -0.3 -0.1
H 0.094965 3.327903 1.797770 0.2 -0.2 0.1
H -2.101943 3.536891 1.552883 -0.1 -0.2 -0.1
H 3.909128 1.424333 -2.126929 0.2 0.0 0.1
H 4.378515 -1.539543 -0.731319 0.1 0.2 0.1
C 4.387279 1.503884 -1.140336 -0.6 0.1 -0.5
C 4.762217 -0.729188 -0.095921 0.2 -0.1 0.1
N 3.941927 0.452731 -0.245173 0.1 -0.1 0.4
H 4.119607 2.479818 -0.715042 0.2 -0.2 -0.2
C 2.913358 0.696334 0.609151 0.3 -0.1 0.7
O 2.815904 0.275398 1.763299 -0.3 0.2 -1.4
H 4.742625 -1.054138 0.947326 0.1 0.0 -0.2
H 2.146812 1.335508 0.121097 0.2 0.1 0.4
H 5.475931 1.441893 -1.263972 -0.3 0.1 0.1
H 5.782391 -0.490985 -0.408171 0.0 -0.1 0.2
O 2.602365 -5.391497 0.075765 0.3 0.4 0.5
C 2.814315 -6.753867 -0.359348 -0.3 -0.4 0.1
C 4.179558 -7.929363 1.486474 1.3 -1.2 2.0
C 2.981861 -7.775372 0.771966 2.5 3.3 -2.1
H 5.072633 -7.385361 1.165854 -0.4 -0.2 0.2
C 4.235415 -8.776075 2.600460 3.4 3.3 -2.8
H 1.880190 -7.009594 -0.886889 0.0 0.0 0.2
C 1.873524 -8.556295 1.120029 -3.3 -3.5 2.3
H 5.168805 -8.865947 3.161252 -0.3 0.0 -0.3
C 3.088598 -9.463710 3.002343 -2.6 -2.1 1.8
C 1.936731 -9.411510 2.223550 -1.2 0.9 -1.9
H 0.977303 -8.493679 0.499620 0.2 -0.2 0.3
H 3.098928 -10.039446 3.925176 -0.1 0.1 -0.2
H 1.077722 -10.035216 2.455702 0.1 0.2 0.1
Si 2.596388 -4.666004 1.591610 0.8 -1.7 -0.2
Cl 1.887134 -2.477532 -1.373273 -0.5 0.2 0.0
C 4.288427 -5.006266 2.391513 -0.1 0.4 0.3
C 1.298625 -5.502416 2.644661 -0.3 0.0 0.3
C 2.417750 -2.825540 1.629726 0.0 0.3 0.1
H 4.305250 -5.905384 3.025481 -0.1 0.3 -0.2
H 4.515796 -4.140740 3.031991 0.1 -0.2 -0.1
H 5.094132 -5.099344 1.649586 -0.2 0.1 0.1
H 3.025056 -2.424135 0.817909 -0.2 0.1 0.3
H 2.809491 -2.440033 2.584226 -0.1 -0.2 -0.2
H 1.385801 -2.407420 1.519218 0.8 -0.3 0.3
H 1.633555 -6.479534 3.021255 -0.1 0.2 -0.1
H 0.379390 -5.650012 2.064486 0.1 0.0 0.1
H 1.074756 -4.870739 3.516497 0.0 -0.1 -0.1
C -3.547940 -2.843228 -0.258940 -0.6 -0.8 0.6
C -2.944034 -1.928604 -1.226653 -0.8 1.6 -1.8
C -3.673278 -1.196690 -2.202710 0.5 -1.2 1.5
C -2.747792 -0.449742 -2.931892 1.9 0.2 0.2
C -1.463967 -0.731319 -2.398790 -2.3 0.1 -0.1
C -0.193284 -0.203215 -2.909277 1.0 0.5 -0.3
N -1.609538 -1.617710 -1.341560 -0.2 0.2 -0.5
H -4.523119 -3.171405 -0.647409 0.2 0.1 0.1
H -3.744441 -2.372799 0.713322 0.1 -0.1 0.0
H -2.938222 -3.736657 -0.111559 -0.1 0.1 0.1
H -4.742949 -1.279987 -2.346454 0.1 0.1 0.0
H -2.918913 0.240145 -3.755799 0.0 -0.3 0.1
H 0.094373 0.751565 -2.434465 -0.1 -0.2 -0.1
H 0.643096 -0.892217 -2.740024 -0.3 0.2 -0.2
H -0.279357 -0.010270 -3.994949 0.1 -0.1 0.5
```
Forces are in eV/Å.

The calculation puts the LUMO energy (spin up / spin down) at 0.08 / -2.52 eV. The calculation puts the molecular weight at 811.0 u. The charge is 0. As for the spin multiplicity: 5. The value obtained for the energy relative to the best compared isomer or geometry (same formula, charge and spin) is 64.5 kcal/mol.

A structure of composition C15H29N3O3S3SiZn, computed with ωB97M-V/def2-TZVPD.

Structure (XYZ):
```
55
Properties=species:S:1:pos:R:3:forces:R:3
Zn -0.006701 0.100323 0.269441 0.0 0.1 0.0
C -0.459810 -2.883458 0.858026 0.0 0.0 0.0
C -0.894188 -2.045844 2.069061 0.0 0.0 0.0
N -1.336401 -0.693894 1.698330 0.1 0.0 0.0
C -2.750739 -0.522515 1.351457 0.0 0.0 0.0
C -3.228811 -1.329217 0.147480 0.0 0.0 0.0
S -2.440526 -0.930912 -1.448748 0.0 0.0 0.0
C -1.579100 -2.463743 -1.894310 0.0 0.1 0.0
C -0.091085 -2.494850 -1.547816 0.0 0.0 0.0
N 0.201313 -2.068495 -0.176998 0.0 0.0 0.0
H -1.316076 -3.385203 0.415548 0.0 0.0 0.0
H 0.217536 -3.660728 1.216370 0.0 0.0 0.0
H -0.037990 -1.915253 2.727686 0.0 0.0 0.0
H -1.675207 -2.581016 2.620530 0.0 0.0 0.0
H -1.105295 -0.055476 2.453643 0.0 0.0 0.0
H -2.903272 0.540665 1.154934 0.0 0.0 0.0
H -3.385324 -0.802976 2.202051 0.0 0.0 0.0
H -4.292029 -1.122509 0.025898 0.0 0.0 0.0
H -3.139845 -2.400317 0.322391 0.0 0.0 0.0
H -1.680383 -2.558860 -2.975340 0.0 0.0 0.0
H -2.122451 -3.304561 -1.464382 0.0 0.0 0.0
H 0.447727 -1.822313 -2.217101 0.0 0.0 0.0
H 0.277458 -3.511258 -1.737444 0.0 0.0 0.0
H 1.203971 -2.127299 -0.007200 0.0 0.0 0.0
C 0.997286 5.086285 -2.103401 0.0 0.0 0.0
Si -0.293882 5.431455 -0.794932 0.1 0.0 0.0
C -2.019938 5.267025 -1.490909 0.0 0.0 0.0
C -0.073246 7.197242 -0.191238 0.0 0.0 0.0
C -0.029562 4.293776 0.689601 0.0 0.0 0.0
C 0.330086 4.817076 1.926427 0.0 0.0 0.0
C 0.570939 3.994205 3.022789 0.0 0.1 0.0
C 0.425857 2.633675 2.851319 0.0 0.0 0.0
N 0.054979 2.094886 1.689583 0.0 0.0 0.0
C -0.151192 2.890744 0.627675 0.0 -0.1 0.0
S -0.571936 2.024752 -0.843905 0.0 0.0 0.0
H 0.896780 5.781983 -2.939990 0.0 0.0 0.0
H 0.901129 4.069626 -2.485161 0.0 0.0 0.0
H 2.001895 5.199501 -1.690311 0.0 0.0 0.0
H -2.152207 5.971592 -2.315841 0.0 0.0 0.0
H -2.772385 5.491805 -0.731925 0.0 0.0 0.0
H -2.205144 4.259733 -1.864072 0.0 0.0 0.0
H -0.235453 7.887017 -1.022947 0.0 0.0 0.0
H 0.932714 7.378110 0.193153 0.0 0.0 0.0
H -0.789854 7.456765 0.591310 0.0 0.0 0.0
H 0.439286 5.889139 2.041932 0.0 0.0 0.0
H 0.867308 4.400387 3.979832 0.0 0.0 0.0
H 0.625005 1.929906 3.651651 0.0 0.0 0.0
C 4.073873 -0.173357 2.245024 0.0 0.0 0.0
S 2.421282 -0.728544 1.966871 -0.1 0.1 0.2
O 2.477520 -2.159981 1.702127 0.0 0.0 0.0
O 1.640597 -0.352543 3.137771 0.1 -0.1 -0.2
O 1.985459 0.010087 0.745106 0.0 0.0 0.0
H 4.437417 -0.677900 3.137288 0.0 0.0 0.0
H 4.051441 0.903173 2.394809 0.0 0.0 0.0
H 4.681244 -0.433377 1.382409 0.0 0.0 0.0
```
Forces are in eV/Å.

The calculation puts the LUMO energy at 0.45 eV. The calculation puts the molecular weight at 489.1 u. The charge is 0. As for the spin multiplicity: 1. The value obtained for the energy relative to the best compared isomer or geometry (same formula, charge and spin) is 0.4 kcal/mol.

An isolated molecule of C17H19N3O4 in a non-equilibrium geometry, computed with ωB97M-V/def2-TZVPD.

Structure (XYZ):
```
43
Properties=species:S:1:pos:R:3:forces:R:3
C -4.946964 -0.033319 -2.098498 -2.9 2.2 -5.5
O -5.047470 -0.047395 -0.821287 -5.4 -1.5 2.5
C -4.126249 0.134095 0.015485 -0.1 -0.5 -0.1
C -4.439394 -0.084569 1.255959 -0.7 0.8 9.6
C -3.548642 0.306236 2.391488 -1.4 -0.3 -0.2
C -2.307338 0.626600 2.102465 3.8 2.3 -5.8
C -1.946964 0.834555 0.456774 -2.5 -0.2 4.7
C -0.657398 1.489375 0.108612 0.7 -4.0 -1.2
O -0.605806 2.353249 -0.738830 0.9 -0.4 1.4
N 0.525065 0.406116 0.400588 -2.0 9.4 -0.3
C 0.390080 -0.665300 1.343073 4.0 -1.1 -3.7
N 1.147229 -1.556173 0.202608 6.1 0.9 17.2
C 0.824442 -2.047345 -0.888879 -5.5 -6.4 -6.8
C 1.759822 -3.304044 -1.132315 0.6 4.0 -4.7
C 2.984100 -2.806092 -0.368060 1.4 -6.2 1.3
C 2.478201 -2.122224 0.799007 -4.9 0.5 -4.1
O 2.925081 -2.091816 1.870458 0.6 1.2 3.3
C 1.781113 1.170802 0.198515 -4.3 -10.6 -2.3
C 2.188819 2.357075 0.423885 3.9 5.4 -0.1
C 3.534180 2.210442 -0.094605 -2.9 11.1 4.4
C 4.530339 3.448357 -0.137084 -1.1 -1.4 -4.8
O 3.695381 1.097219 -0.455714 7.5 -4.8 -4.9
N 2.674223 0.323595 -0.524627 -4.0 0.9 3.2
C -2.959483 0.562161 -0.462278 6.3 1.5 3.5
H -4.564252 0.974809 -2.474638 -0.7 -1.0 0.0
H -6.089697 -0.216976 -2.404336 2.7 0.5 -0.3
H -4.328145 -0.776482 -2.498170 1.0 -1.4 -0.8
H -5.380003 -0.269167 1.869460 0.4 -0.2 -2.6
H -3.845555 0.476380 3.487479 -0.2 -0.9 -1.9
H -1.479404 1.045571 2.681669 -0.6 -0.4 0.4
H -0.572185 -0.983446 1.116501 -2.0 -0.8 1.4
H 0.942189 -0.630206 2.416083 -1.5 -0.4 -2.8
H -0.287834 -2.481974 -0.984714 1.7 1.0 0.2
H 0.955233 -1.315198 -1.584803 0.0 1.7 -3.4
H 1.978188 -3.230237 -2.311559 -0.4 -0.5 2.5
H 1.227174 -4.223127 -1.011136 0.4 -0.6 1.0
H 3.385819 -3.891623 0.131256 0.2 3.2 -1.5
H 3.703516 -2.128853 -0.822888 0.1 -0.6 -0.6
H 1.791031 3.343666 0.687910 -0.1 -1.0 0.2
H 4.896856 3.432000 -1.363119 -0.4 0.2 3.8
H 5.269736 3.248583 0.563782 2.0 -0.3 0.8
H 4.153958 4.486965 0.074211 -0.4 -1.5 -0.2
H -2.608992 0.577701 -1.419744 0.0 0.3 -2.8
```
Forces are in eV/Å.

The calculation puts the LUMO energy at 0.12 eV. The calculation puts the molecular weight at 329.4 u. The charge is 0. As for the spin multiplicity: 1. The value obtained for the energy relative to the best compared isomer or geometry (same formula, charge and spin) is 388.6 kcal/mol.